Molecular formula: C18H36FNO10S2
Method: DFT, ωB97M-V/def2-TZVPD

Results
- E: -65603.5926 eV
- SMILES: CC(=O)NCCCC[C@@H]1OC(=O)O[C@H]1C[C@@H](C)F.CCOS(C)(=O)=O.CCOS(C)(=O)=O
- Total charge: 0

Positions of all 68 atoms, in Å:
C  5.161  2.796  -0.708
C  4.530  1.674  -1.500
O  5.162  0.709  -1.869
N  3.186  1.826  -1.747
C  2.516  0.861  -2.618
C  1.785  -0.222  -1.824
C  0.411  0.238  -1.320
C  0.493  0.868  0.070
C  -0.764  1.562  0.511
O  -1.982  0.792  0.292
C  -3.002  1.675  0.438
O  -4.144  1.376  0.582
O  -2.533  2.949  0.400
C  -1.184  2.850  -0.150
C  -0.374  4.102  0.088
C  0.180  4.699  -1.185
C  1.098  5.871  -0.955
F  0.914  3.697  -1.847
H  5.921  2.367  -0.059
H  4.430  3.327  -0.102
H  5.653  3.495  -1.385
H  2.910  2.787  -1.893
H  1.775  1.422  -3.192
H  3.223  0.434  -3.329
H  2.395  -0.493  -0.957
H  1.695  -1.118  -2.440
H  -0.014  0.948  -2.038
H  -0.276  -0.607  -1.279
H  0.750  0.092  0.793
H  1.294  1.613  0.093
H  -0.752  1.745  1.594
H  -1.349  2.666  -1.218
H  -1.025  4.841  0.559
H  0.449  3.899  0.780
H  -0.637  4.967  -1.859
H  1.485  6.235  -1.906
H  0.565  6.688  -0.470
H  1.943  5.570  -0.335
O  -9.656  -2.014  1.380
S  -8.671  -2.760  2.104
O  -8.492  -2.501  3.500
O  -7.288  -2.659  1.347
C  -6.800  -1.329  1.004
C  -6.240  -0.576  2.186
C  -8.932  -4.484  1.870
H  -7.609  -0.784  0.517
H  -6.028  -1.524  0.264
H  -7.013  -0.332  2.912
H  -5.783  0.340  1.813
H  -5.475  -1.168  2.690
H  -9.052  -4.680  0.808
H  -9.839  -4.736  2.415
H  -8.081  -5.022  2.279
O  2.915  -3.037  0.512
S  3.929  -3.966  0.915
O  4.578  -3.779  2.176
O  5.002  -4.076  -0.241
C  5.592  -2.833  -0.716
C  6.640  -2.281  0.223
C  3.312  -5.609  0.818
H  4.796  -2.111  -0.900
H  6.028  -3.102  -1.675
H  6.204  -1.959  1.166
H  7.113  -1.422  -0.254
H  7.399  -3.033  0.439
H  2.834  -5.750  -0.147
H  2.591  -5.715  1.626
H  4.141  -6.298  0.955